Density functional theory data (ωB97M-V/def2-TZVPD) for a structure of composition C31H21HfN5S4Se.

The geometry in XYZ format:
```
63
Properties=species:S:1:pos:R:3:mulliken_charge:R:1
Hf 0.902 0.015 -0.108 0.696
Se -4.713 -2.392 -5.076 0.359
S 0.119 -0.064 2.261 -0.279
S 1.079 -2.386 -0.768 -0.323
S -0.729 2.098 -0.123 -0.405
S 3.494 -0.578 -0.327 -0.124
N -3.175 -1.549 -5.326 -0.857
N 0.165 0.176 -2.295 0.340
N -1.416 -0.426 -0.200 0.791
N -4.601 -2.327 -3.311 -0.807
N 2.147 1.965 0.675 -0.102
C 3.493 4.379 1.107 -0.571
C 2.115 4.304 1.230 -1.024
C -3.286 -1.784 0.722 -1.553
C 2.523 -3.818 2.734 -0.749
C 3.948 -1.997 2.071 -0.880
C -3.710 0.919 2.766 -0.610
C -3.063 -1.411 -1.668 1.236
C -1.902 -0.732 -1.508 -1.193
C 3.146 -1.806 0.952 1.134
C 3.494 2.031 0.659 0.602
C 1.740 -3.637 1.609 -0.674
C -3.494 -1.688 -3.017 0.635
C -1.654 -0.003 1.838 1.574
C -4.112 1.337 1.422 -0.665
C 3.626 -3.002 2.964 -0.778
C -3.304 1.258 0.362 -1.621
C -3.815 -1.868 -0.498 -0.832
C -1.897 0.811 0.529 1.366
C 0.655 0.357 -4.627 -0.989
C -0.559 -0.221 -4.949 -0.564
C -2.554 0.292 2.982 -1.191
C -1.426 -0.600 -3.926 0.234
C 1.476 3.099 1.021 0.821
C 4.297 0.761 0.584 -0.625
C -2.692 -1.268 -4.143 0.727
C -0.013 3.032 1.243 -0.860
C -1.045 -0.361 -2.599 -0.302
C -1.901 -1.266 0.941 0.364
C 2.048 -2.631 0.695 0.456
C 0.984 0.520 -3.293 -0.107
C 4.189 3.217 0.837 -0.960
H 4.250 -3.164 3.832 0.444
H 0.892 -4.280 1.416 0.522
H -3.616 1.606 -0.615 0.582
H -0.446 4.028 1.270 0.534
H -4.789 -2.306 -0.667 0.597
H -2.245 -0.018 3.972 0.534
H 4.467 0.427 1.608 0.275
H 1.532 5.178 1.483 0.476
H 2.284 -4.608 3.432 0.432
H 5.269 3.214 0.778 0.497
H -5.113 1.728 1.293 0.523
H 4.838 -1.406 2.239 0.513
H -1.223 -2.089 1.179 0.425
H -0.845 -0.395 -5.978 0.599
H -0.221 2.506 2.176 0.401
H 1.354 0.659 -5.393 0.450
H 1.946 0.939 -3.014 0.445
H 4.011 5.319 1.238 0.461
H -4.382 1.128 3.587 0.505
H 5.271 0.944 0.135 0.575
H -3.810 -2.165 1.589 0.519
```

Computed properties:
Charge   +2
Frontier orbital gap   7.45 eV
HOMO level   -13.6 eV
Max |F|   0.620 eV Å⁻¹
Energy above the lowest of the compared OMol25 structures with the same formula, charge and spin   68.9 kcal per mole
Multiplicity   1